C27H28AgO3P2S | the ωB97M-V functional and the def2-TZVPD basis

Cartesian coordinates (Å):
Ag 0.09 -0.21 -0.03
O 2.32 -0.50 0.34
P 2.91 0.88 0.43
C 1.85 2.01 1.39
P 1.03 1.16 2.80
O 0.00 0.18 2.31
C 2.26 0.35 3.81
C 2.26 -1.04 3.84
C 3.17 -1.72 4.63
C 4.10 -1.02 5.38
C 4.11 0.37 5.35
C 3.19 1.06 4.57
C 0.29 2.50 3.75
C -0.98 2.27 4.27
C -1.60 3.25 5.03
C -0.95 4.45 5.28
C 0.31 4.68 4.76
C 0.94 3.71 4.00
C 3.18 1.63 -1.18
C 3.21 3.00 -1.40
C 3.53 3.49 -2.65
C 3.83 2.62 -3.69
C 3.80 1.24 -3.48
C 3.47 0.75 -2.23
C 4.53 0.92 1.23
C 5.16 2.13 1.50
C 6.43 2.14 2.04
C 7.08 0.94 2.29
C 6.46 -0.27 2.01
C 5.18 -0.28 1.48
H 1.03 2.36 0.74
H 2.41 2.88 1.73
H 1.53 -1.58 3.24
H 3.16 -2.81 4.65
H 4.81 -1.55 6.00
H 4.83 0.92 5.94
H 3.20 2.14 4.58
H -1.47 1.33 4.06
H -2.59 3.07 5.43
H -1.44 5.21 5.88
H 0.81 5.62 4.95
H 1.92 3.91 3.59
H 2.96 3.69 -0.60
H 3.55 4.56 -2.83
H 4.09 3.01 -4.67
H 4.03 0.57 -4.29
H 3.44 -0.32 -2.05
H 4.66 3.08 1.29
H 6.92 3.08 2.26
H 8.08 0.95 2.71
H 6.97 -1.20 2.21
H 4.67 -1.21 1.26
C -4.19 -0.42 -0.28
S -3.09 -0.38 -1.70
C -3.03 -2.16 -1.99
O -1.74 0.00 -1.17
H -3.71 -1.01 0.50
H -5.14 -0.86 -0.58
H -4.34 0.60 0.05
H -3.96 -2.46 -2.48
H -2.90 -2.69 -1.05
H -2.19 -2.34 -2.66

Results
energy relative to the best compared isomer or geometry (same formula, charge and spin)	0.00	kJ/mol
LUMO	-2.012	eV
charge	+1

O3S2 | the ωB97M-V functional and the def2-TZVPD basis

Cartesian coordinates (Å):
O -1.74 -0.27 0.49
O 0.06 0.92 -0.93
O 1.23 -1.04 0.05
S -0.44 -0.62 -0.05
S 0.89 1.01 0.44

Results
energy relative to the best compared isomer or geometry (same formula, charge and spin)	423.39	kJ/mol
LUMO	-2.500	eV
charge	0

C4H8SSi2 | the ωB97M-V functional and the def2-TZVPD basis

Cartesian coordinates (Å):
C 1.28 -1.97 -1.27
C 2.30 -1.05 -1.43
C 0.04 -1.88 -0.84
C 0.83 1.00 -0.32
Si -1.50 -1.41 0.16
Si 0.39 2.51 0.74
S 2.37 0.60 -0.83
H 1.37 -2.94 -1.76
H 3.41 -1.32 -1.64
H -1.20 -0.60 1.19
H -1.95 -2.67 0.63
H -2.70 -0.82 -0.71
H 0.10 3.84 -0.18
H 1.57 2.85 1.54
H -0.88 2.20 1.46

Results
energy relative to the best compared isomer or geometry (same formula, charge and spin)	614.51	kJ/mol
LUMO (spin up / spin down)	-1.570 / -0.684	eV
charge	0

C24H70O11 | the ωB97M-V functional and the def2-TZVPD basis

Cartesian coordinates (Å):
C 3.58 -0.42 1.74
C 4.71 0.54 2.13
O 5.89 0.29 1.37
H 2.65 -0.12 2.22
H 3.83 -1.44 2.07
H 3.43 -0.36 0.67
H 4.92 0.55 3.20
H 4.38 1.54 1.84
H 6.43 -0.34 1.86
C 1.48 -4.67 -0.83
C 1.95 -6.01 -0.39
O 0.88 -6.96 -0.35
H 0.62 -4.37 -0.24
H 1.20 -4.70 -1.89
H 2.26 -3.92 -0.68
H 2.40 -5.97 0.61
H 2.75 -6.40 -1.04
H 0.90 -7.46 -1.17
C -2.51 -2.97 -3.40
C -3.88 -2.82 -3.98
O -3.85 -1.74 -4.92
H -1.79 -3.17 -4.19
H -2.50 -3.79 -2.68
H -2.22 -2.05 -2.88
H -4.65 -2.63 -3.23
H -4.20 -3.74 -4.49
H -4.57 -1.83 -5.55
C -4.60 0.95 -1.45
C -4.52 1.63 -0.08
O -5.75 2.28 0.30
H -4.43 1.65 -2.27
H -5.55 0.43 -1.60
H -3.87 0.13 -1.51
H -3.71 2.37 -0.12
H -4.20 0.90 0.68
H -6.44 1.61 0.35
C 2.11 4.05 -1.19
C 1.04 3.45 -2.08
O 1.38 2.11 -2.48
H 3.10 3.85 -1.61
H 2.13 3.54 -0.21
H 1.96 5.11 -0.99
H 0.91 4.09 -2.95
H 0.11 3.40 -1.48
H 1.19 1.52 -1.71
C 1.29 1.64 5.56
C 0.20 0.61 5.59
O -0.36 0.44 4.27
H 1.90 1.53 4.65
H 1.99 1.52 6.39
H 0.90 2.66 5.51
H -0.61 0.94 6.27
H 0.54 -0.35 5.99
H -0.86 -0.40 4.30
C 4.49 -0.02 -2.03
C 4.66 1.10 -3.05
O 3.57 1.16 -3.99
H 4.43 -1.00 -2.52
H 3.50 0.09 -1.56
H 5.24 -0.09 -1.24
H 5.58 0.98 -3.62
H 4.73 2.06 -2.50
H 2.74 1.38 -3.50
C -0.49 -3.75 4.25
C -1.74 -3.28 3.60
O -1.93 -1.89 3.90
H -0.52 -3.53 5.31
H 0.38 -3.26 3.81
H -0.34 -4.82 4.08
H -2.57 -3.92 3.92
H -1.69 -3.46 2.51
H -2.88 -1.73 3.93
C -0.75 0.97 -4.84
C -1.89 1.07 -3.85
O -3.14 0.93 -4.46
H -0.80 0.01 -5.35
H 0.23 1.12 -4.38
H -0.87 1.78 -5.57
H -1.85 2.07 -3.41
H -1.72 0.35 -3.03
H -3.31 -0.03 -4.65
C -1.45 -0.06 0.07
C 0.00 -0.47 -0.04
C 0.23 -1.13 -1.38
O 0.84 0.75 -0.07
H -2.13 -0.88 -0.21
H -1.72 0.75 -0.61
H -1.70 0.18 1.11
H 0.29 -1.09 0.82
H 1.24 -1.51 -1.58
H -0.07 -0.51 -2.22
H -0.35 -2.07 -1.43
H 0.66 1.25 0.77
C -1.28 3.66 3.54
C -0.82 3.23 2.17
C -0.43 4.42 1.35
O 0.33 2.38 2.26
H -0.41 4.04 4.10
H -1.69 2.81 4.09
H -2.05 4.43 3.53
H -1.62 2.72 1.61
H -1.21 5.19 1.38
H -0.34 4.18 0.28
H 0.50 4.87 1.71
H 0.18 1.81 3.06

Results
energy relative to the best compared isomer or geometry (same formula, charge and spin)	161.42	kJ/mol
SMILES	CC(C)O.CC(C)O.CCO.CCO.CCO.CCO.CCO.CCO.CCO.CCO.CCO
LUMO	0.124	eV
charge	0

C33H26BrN6S2Ti | the ωB97M-V functional and the def2-TZVPD basis

Cartesian coordinates (Å):
Ti 0.15 0.28 0.36
C -2.95 0.00 0.98
C -3.04 -1.15 -0.03
C -2.34 -1.00 -1.36
C -3.03 -1.24 -2.54
C -2.35 -1.25 -3.74
C -0.98 -1.05 -3.73
C -0.37 -0.80 -2.52
N -1.04 -0.73 -1.36
N -1.69 0.10 1.75
C -1.55 -1.04 2.67
C -0.22 -1.01 3.37
C -0.02 -1.65 4.58
C 1.25 -1.63 5.14
C 2.27 -0.97 4.47
C 1.98 -0.36 3.26
N 0.76 -0.38 2.73
C -1.76 1.34 2.59
C -1.11 2.50 1.93
C -1.62 3.77 2.01
C -0.86 4.87 1.56
C 0.44 4.57 1.08
C 0.88 3.29 0.99
N 0.11 2.19 1.35
H -3.09 0.95 0.48
H -3.78 -0.12 1.69
H -2.66 -2.08 0.42
H -4.10 -1.32 -0.22
H -4.10 -1.43 -2.51
H -2.88 -1.41 -4.67
H -0.39 -1.06 -4.64
H 0.69 -0.60 -2.45
H -2.37 -1.04 3.41
H -1.62 -1.98 2.11
H -0.84 -2.15 5.08
H 1.45 -2.13 6.08
H 3.28 -0.94 4.86
H 2.74 0.16 2.68
H -2.80 1.55 2.86
H -1.22 1.13 3.51
H -2.59 3.91 2.46
H -1.24 5.88 1.60
H 1.11 5.37 0.75
H 1.85 3.06 0.58
S 2.52 -0.11 -0.23
C 2.65 -1.76 -0.80
C 3.74 -2.09 -1.61
C 3.91 -3.38 -2.11
C 5.04 -3.67 -2.94
N 5.96 -3.90 -3.59
C 2.97 -4.37 -1.79
C 1.89 -4.05 -0.98
C 1.71 -2.76 -0.47
S 0.37 -2.44 0.58
C 3.11 -5.70 -2.29
N 3.21 -6.77 -2.70
H 4.46 -1.33 -1.86
H 1.17 -4.81 -0.74
Br -0.76 5.03 -4.67
C -0.45 3.71 -3.32
C -1.47 3.40 -2.44
C -1.23 2.44 -1.46
C -0.01 1.77 -1.33
C 0.98 2.14 -2.24
C 0.78 3.10 -3.23
H -2.43 3.90 -2.51
H -2.04 2.24 -0.77
H 1.96 1.67 -2.19
H 1.57 3.36 -3.92

Results
energy relative to the best compared isomer or geometry (same formula, charge and spin)	110.61	kJ/mol
multiplicity	3
LUMO (spin up / spin down)	2.105 / 2.102	eV
charge	-1

C7H12N2O | the ωB97M-V functional and the def2-TZVPD basis

Cartesian coordinates (Å):
N -0.34 -2.04 0.66
C -0.29 -0.61 0.86
C -0.44 -0.22 2.29
N -0.87 0.16 3.31
C 0.96 0.02 0.25
C 1.02 0.06 -1.30
C 1.30 1.56 -1.22
C 0.14 2.25 -0.57
C 1.14 1.54 0.29
H 0.56 -2.49 0.83
H -0.94 -2.56 1.29
H -1.16 -0.16 0.36
H 1.84 -0.48 0.67
H 1.85 -0.53 -1.71
H 0.09 -0.20 -1.83
H 2.04 2.10 -1.81
H 0.21 3.34 -0.52
H -0.87 1.87 -0.70
H 1.72 2.07 1.05
O -2.89 -2.19 -0.76
H -1.95 -2.26 -0.48
H -3.14 -1.23 -0.96

Results
energy relative to the best compared isomer or geometry (same formula, charge and spin)	223.10	kJ/mol
SMILES	N#C[C@H](N)[C@H]1C[C@H]2C[C@H]21.O
LUMO	0.628	eV
charge	0

C6H9N | the ωB97M-V functional and the def2-TZVPD basis

Cartesian coordinates (Å):
C 1.81 -0.84 1.00
C 0.59 -0.43 0.26
C 0.63 0.64 -0.83
C -0.65 1.29 -0.43
C -1.57 0.21 -0.09
N -1.78 0.14 -1.50
C -0.67 -0.82 0.49
H 1.54 -1.47 1.85
H 2.30 0.06 1.40
H 2.52 -1.35 0.36
H 1.55 1.25 -0.87
H 0.46 0.17 -1.80
H -0.59 2.23 0.14
H -2.43 0.54 0.52
H -2.79 0.00 -1.66
H -1.00 -1.70 1.03

Results
energy relative to the best compared isomer or geometry (same formula, charge and spin)	444.42	kJ/mol
LUMO (spin up / spin down)	0.501 / 0.501	eV
charge	0

C5H8O | the ωB97M-V functional and the def2-TZVPD basis

Cartesian coordinates (Å):
O -1.44 1.80 0.13
C -0.77 0.66 0.20
C -1.09 -0.67 -0.45
C 0.19 -1.43 -0.48
C 1.31 -0.38 -0.33
C 0.62 0.55 0.67
H -0.79 2.52 0.03
H 0.13 -0.04 1.50
H -1.42 -0.30 -1.44
H -1.93 -1.24 -0.02
H 0.27 -2.18 0.31
H 1.54 0.14 -1.29
H 2.26 -0.80 0.02
H 1.14 1.38 1.15

Results
energy relative to the best compared isomer or geometry (same formula, charge and spin)	466.19	kJ/mol
LUMO (spin up / spin down)	0.200 / 0.712	eV
charge	0

C17H29N2O3PW | the ωB97M-V functional and the def2-TZVPD basis

Cartesian coordinates (Å):
W 0.10 0.16 0.78
C -1.93 0.03 0.61
O -3.11 -0.12 0.51
C -0.12 2.09 1.03
O -0.21 3.24 1.22
C 2.08 0.62 1.10
O 3.19 0.89 1.34
C -1.35 1.45 -2.34
P 0.12 0.69 -1.56
H 0.75 -1.20 -2.89
H -2.16 0.76 -2.05
C 1.58 1.39 -2.40
H 1.30 1.37 -3.46
C -1.21 1.47 -3.86
H -0.93 0.49 -4.27
H -0.49 2.22 -4.19
H -2.19 1.75 -4.28
C -1.73 2.84 -1.82
H -0.98 3.60 -2.05
C 0.82 -1.85 -0.83
H -1.91 2.83 -0.74
H -2.67 3.13 -2.32
C -1.27 -1.66 -2.24
H 0.31 -1.76 0.17
H 0.68 -2.91 -0.97
H 1.90 -1.64 -0.76
C 0.14 -1.11 -1.98
H -1.21 -2.76 -2.31
H -1.70 -1.29 -3.17
H -1.99 -1.45 -1.43
C 2.84 0.54 -2.22
H 3.16 0.50 -1.17
H 3.64 1.00 -2.80
H 2.71 -0.48 -2.59
C 1.84 2.84 -1.98
H 2.04 2.93 -0.91
H 1.02 3.51 -2.25
H 2.73 3.20 -2.51
H -0.07 -4.29 -0.16
H -0.05 -4.27 0.59
N -0.74 -2.26 6.58
C -0.53 -1.72 5.35
C 0.31 -2.35 4.40
C 0.49 -1.77 3.16
N -0.16 -0.63 2.79
C -0.96 -0.01 3.70
C -1.15 -0.51 4.97
H -0.31 -3.12 6.87
H -1.33 -1.80 7.25
H 0.84 -3.28 4.60
H 1.15 -2.22 2.42
H -1.47 0.90 3.38
H -1.79 0.04 5.65

Results
energy relative to the best compared isomer or geometry (same formula, charge and spin)	0.00	kJ/mol
multiplicity	3
LUMO (spin up / spin down)	-17.088 / -17.627	eV
charge	+4

Which formula does entry 7 have? C6H9N

The highest charge belongs to which entry? C17H29N2O3PW